# 1
Formula: C2H4F2
Source: the Open Molecules 2025 dataset
Level of theory: ωB97M-V/def2-TZVPD

Computed properties:
E_HOMO (alpha / beta) ... -9.454 / -9.453 eV
Calculated total energy ... -7570.1541 eV
Largest force on an atom ... 0.0757 Eh/bohr
ΔE to the lowest compared entry with this formula, charge and spin ... 86.1 kcal/mol
Orbital gap (alpha / beta) ... 9.5 / 9.5 eV

Cartesian coordinates (Å):
C -0.2679 -0.4101 0.0808
C -0.7850 0.8916 0.4924
F -0.8093 1.0089 1.8392
F -1.9375 1.2759 -0.0289
H 0.5996 -0.6632 0.7391
H -0.9752 -1.1522 0.5808
H -0.3041 -0.7776 -0.9828
H 0.8116 1.9880 0.0843

=====

# 2
Formula: C18H26BBeCl4F10N7O4S2
Source: the Open Molecules 2025 dataset
Level of theory: ωB97M-V/def2-TZVPD

Computed properties:
E_HOMO ... -10.172 eV
Calculated total energy ... -137722.5890 eV
Largest force on an atom ... 0.0710 Eh/bohr
ΔE to the lowest compared entry with this formula, charge and spin ... 0.0 kcal/mol
Orbital gap ... 7.4 eV

Cartesian coordinates (Å):
Be -9.0046 -2.7059 9.0442
B -8.4528 -4.8862 11.4033
F -7.7572 -4.7327 10.1707
F -9.4785 -3.9015 11.3121
F -9.0447 -6.1334 11.4470
F -7.6306 -4.6174 12.4798
C -8.1308 1.6279 8.1223
F -7.7337 2.1240 9.2878
F -9.4484 1.4276 8.2461
F -7.8525 2.5294 7.1937
S -7.2885 -0.0047 7.7318
O -8.0689 -0.6679 6.7187
O -5.9563 0.3066 7.3150
N -7.4594 -1.0088 9.0536
S -6.1575 -0.6250 9.9723
O -5.0953 -1.5137 9.5859
O -5.7905 0.7491 10.1461
C -6.6434 -1.1662 11.6945
F -7.7186 -0.4649 12.0706
F -6.9074 -2.4471 11.7316
F -5.6322 -0.8691 12.4980
C -11.7173 1.3962 10.3971
C -11.0512 0.0984 10.3373
N -10.5689 -0.9382 10.2992
H -12.5716 1.3235 11.0676
H -12.0803 1.6015 9.3892
H -11.0526 2.1854 10.7366
C -10.7314 -1.4758 4.9659
C -10.6369 -1.6372 6.4107
N -10.4991 -1.6485 7.5457
H -11.2041 -0.5219 4.7513
H -11.3061 -2.2964 4.5439
H -9.6793 -1.4800 4.6766
C -10.6025 3.7374 6.6988
C -12.0140 3.6331 7.0869
N -13.1401 3.5349 7.2900
H -10.5441 4.5699 5.9989
H -10.3102 2.7917 6.2491
H -10.0233 3.9887 7.5833
C -4.1958 2.6992 7.9958
C -4.2342 3.3460 6.6822
N -4.3045 3.8311 5.6449
H -3.7091 3.3663 8.7097
H -3.6633 1.7541 8.0177
H -5.2341 2.6456 8.3115
C -5.7060 -2.8926 5.4859
C -6.4407 -3.2449 6.6759
N -6.9705 -3.5829 7.6361
H -5.7902 -1.8158 5.3362
H -6.0663 -3.4228 4.6080
H -4.6376 -3.0689 5.6104
C -4.2977 -2.3815 15.0911
C -3.7248 -1.0486 15.2369
N -3.2746 0.0004 15.3505
H -3.7675 -3.1330 15.6712
H -4.1771 -2.6552 14.0408
H -5.3587 -2.3993 15.3261
Cl -1.9856 1.4720 12.3865
C -2.3020 -0.0337 11.4973
C -1.1246 -0.4565 10.6559
Cl -1.0538 0.4753 9.1321
H -3.2712 0.0374 11.0226
H -2.3768 -0.7918 12.2816
H -1.2756 -1.5081 10.4081
H -0.1713 -0.4036 11.1724
Cl -9.3517 1.4127 4.1149
C -7.9962 1.8057 3.0428
C -6.6971 1.9760 3.7944
Cl -5.9852 0.3749 4.1574
H -8.2776 2.7899 2.6667
H -7.8698 1.1372 2.1970
H -6.8047 2.5588 4.7082
H -6.0095 2.6053 3.2290